{"formula": "C24H42NOP3Pr", "method": "the ωB97M-V functional and the def2-TZVPD basis", "spin_multiplicity": 3, "homo_energy_ev": [-13.8, -13.8], "charge": 3, "homo_lumo_gap_ev": [2.9, 3.0], "relative_energy_kcal_mol": 7.96, "elements": ["Pr", "P", "P", "P", "H", "C", "C", "H", "C", "C", "C", "C", "C", "C", "C", "C", "C", "H", "H", "H", "H", "H", "H", "H", "H", "H", "H", "H", "H", "H", "H", "H", "H", "H", "H", "H", "H", "H", "H", "H", "H", "H", "H", "H", "H", "H", "C", "C", "C", "C", "C", "C", "O", "H", "H", "H", "H", "H", "H", "N", "C", "C", "C", "C", "C", "C", "C", "H", "H", "H", "H", "H"], "coordinates": [[-0.755, -0.268, 0.592], [-2.750, 1.657, -0.260], [-0.273, -1.229, -2.024], [0.951, 1.966, -0.549], [0.859, -0.959, 2.716], [0.947, 0.111, 2.461], [-0.072, 0.992, 2.755], [-0.979, 0.656, 3.280], [-4.370, 1.121, 0.420], [-3.159, 1.997, -2.016], [-2.565, 3.338, 0.507], [1.197, -2.325, -1.849], [-1.670, -2.364, -2.366], [-0.055, -0.273, -3.551], [1.504, 3.191, 0.701], [0.514, 3.047, -1.955], [2.572, 1.212, -1.048], [1.932, 0.403, 2.078], [0.009, 2.080, 2.666], [-4.285, 0.911, 1.497], [-4.679, 0.196, -0.089], [-5.135, 1.895, 0.263], [-3.404, 1.042, -2.505], [-2.297, 2.442, -2.535], [-4.022, 2.672, -2.102], [-2.432, 3.211, 1.597], [-3.471, 3.941, 0.317], [-1.679, 3.858, 0.099], [1.349, -2.938, -2.748], [1.057, -2.994, -0.984], [2.105, -1.727, -1.667], [-1.499, -2.949, -3.277], [-2.592, -1.777, -2.492], [-1.821, -3.049, -1.520], [0.034, -0.928, -4.424], [0.838, 0.361, -3.492], [-0.930, 0.377, -3.689], [2.269, 3.853, 0.275], [1.913, 2.670, 1.575], [0.646, 3.794, 1.026], [1.376, 3.662, -2.243], [-0.313, 3.711, -1.676], [0.198, 2.447, -2.816], [3.307, 2.012, -1.239], [2.459, 0.590, -1.951], [2.947, 0.570, -0.231], [6.244, -1.612, -2.209], [7.285, -2.529, -1.935], [8.007, -2.384, -0.750], [7.716, -1.339, 0.139], [6.696, -0.426, -0.159], [5.967, -0.551, -1.340], [5.429, -1.725, -3.301], [5.731, -2.471, -3.843], [7.495, -3.333, -2.642], [8.804, -3.091, -0.515], [8.288, -1.238, 1.063], [6.460, 0.391, 0.524], [5.175, 0.148, -1.616], [-2.381, -1.940, 1.255], [-3.186, -1.731, 2.097], [-4.206, -1.674, 3.063], [-5.036, -2.799, 3.196], [-6.065, -2.792, 4.136], [-6.282, -1.670, 4.944], [-5.455, -0.549, 4.807], [-4.416, -0.538, 3.879], [-4.866, -3.667, 2.557], [-6.699, -3.670, 4.233], [-7.091, -1.669, 5.679], [-5.626, 0.325, 5.433], [-3.763, 0.332, 3.778]]}

{"formula": "C24H43Br2N2O6", "method": "the ωB97M-V functional and the def2-TZVPD basis", "homo_energy_ev": -11.1, "charge": 1, "homo_lumo_gap_ev": 8.6, "elements": ["C", "C", "Br", "C", "Br", "C", "C", "C", "C", "C", "C", "C", "N", "C", "C", "C", "N", "C", "C", "C", "O", "O", "H", "H", "H", "H", "H", "H", "H", "H", "H", "H", "H", "H", "H", "H", "H", "H", "H", "H", "H", "H", "H", "H", "H", "C", "O", "C", "C", "O", "C", "H", "H", "H", "H", "H", "H", "H", "H", "H", "H", "C", "O", "C", "C", "O", "C", "H", "H", "H", "H", "H", "H", "H", "H", "H", "H"], "coordinates": [[-3.104, 0.074, 2.942], [-2.190, 0.146, 1.700], [-3.359, 0.212, 0.143], [-1.215, 1.386, 1.878], [-1.673, 2.882, 0.707], [0.193, 0.856, 1.606], [0.283, 0.377, 0.125], [1.642, 0.929, -0.468], [1.450, 2.053, -1.478], [0.936, 1.712, -2.709], [0.805, 2.747, -3.604], [1.192, 4.000, -3.187], [1.650, 4.343, -2.004], [1.777, 3.339, -1.140], [2.369, 1.226, 0.838], [3.801, 1.758, 0.874], [1.324, 1.829, 1.748], [1.772, 2.212, 3.098], [0.762, 3.050, 3.915], [0.165, 4.231, 3.177], [-0.912, 4.685, 3.495], [0.889, 4.806, 2.156], [-2.580, -0.348, 3.803], [-3.449, 1.090, 3.143], [-3.959, -0.569, 2.743], [-1.615, -0.781, 1.703], [-1.390, 1.734, 2.892], [0.350, 0.007, 2.278], [0.333, -0.714, 0.145], [-0.573, 0.608, -0.505], [2.105, 0.058, -0.930], [0.651, 0.699, -2.961], [0.410, 2.561, -4.592], [1.111, 4.801, -3.919], [2.150, 3.593, -0.154], [2.497, 0.216, 1.257], [4.416, 0.992, 0.397], [4.163, 1.813, 1.899], [3.973, 2.677, 0.319], [0.962, 2.611, 1.179], [2.691, 2.790, 3.071], [1.975, 1.290, 3.650], [0.002, 2.448, 4.403], [1.364, 3.482, 4.722], [0.335, 4.826, 1.362], [-1.431, 0.713, -6.832], [-0.794, -0.091, -5.850], [-1.582, -1.213, -5.467], [-1.094, -2.487, -6.123], [-1.302, -2.461, -7.524], [-0.120, -2.180, -8.257], [-0.694, 1.419, -7.214], [-1.804, 0.113, -7.664], [-2.257, 1.275, -6.384], [-2.637, -1.041, -5.694], [-1.484, -1.318, -4.380], [-1.673, -3.328, -5.728], [-0.040, -2.664, -5.888], [0.550, -3.045, -8.240], [0.401, -1.305, -7.863], [-0.407, -1.982, -9.288], [0.594, -4.362, 5.914], [-0.443, -5.123, 5.321], [-1.631, -4.377, 5.110], [-1.778, -3.968, 3.660], [-0.777, -3.025, 3.276], [0.271, -3.621, 2.527], [1.512, -4.945, 5.853], [0.747, -3.412, 5.395], [0.370, -4.173, 6.968], [-1.664, -3.501, 5.765], [-2.470, -5.027, 5.374], [-2.747, -3.477, 3.530], [-1.754, -4.844, 3.007], [-0.076, -3.869, 1.518], [0.654, -4.520, 3.012], [1.083, -2.895, 2.449]]}

{"formula": "C24H43CeN12O2", "method": "the ωB97M-V functional and the def2-TZVPD basis", "homo_energy_ev": [-16.0, -16.0], "charge": 3, "homo_lumo_gap_ev": [5.1, 5.1], "elements": ["Ce", "C", "N", "C", "C", "N", "C", "C", "C", "C", "C", "C", "N", "C", "N", "C", "C", "N", "C", "C", "N", "C", "C", "H", "H", "H", "H", "H", "H", "H", "H", "H", "H", "H", "H", "H", "H", "H", "H", "H", "H", "H", "H", "H", "H", "H", "H", "H", "H", "H", "H", "C", "N", "C", "C", "N", "N", "C", "N", "N", "H", "H", "H", "H", "H", "H", "H", "H", "H", "H", "H", "O", "C", "C", "C", "C", "O", "N", "H", "H", "H", "H"], "coordinates": [[0.032, -0.427, -1.009], [-3.092, -1.903, -1.321], [-3.549, -1.703, 0.035], [-4.751, -0.861, 0.105], [-2.641, -1.672, 1.047], [-1.327, -1.617, 0.760], [-0.393, -2.173, 1.670], [-0.658, -3.392, 2.311], [0.259, -3.975, 3.157], [1.495, -3.365, 3.370], [1.797, -2.193, 2.713], [0.870, -1.575, 1.863], [1.270, -0.432, 1.117], [2.026, 0.500, 1.723], [1.914, 0.834, 3.017], [0.664, 0.661, 3.745], [3.062, 1.218, 3.837], [2.986, 1.163, 1.026], [3.176, 2.605, 1.192], [3.469, 0.662, -0.248], [-3.139, -1.736, 2.289], [-4.368, -2.454, 2.614], [-2.490, -1.102, 3.426], [-3.940, -2.247, -1.911], [-2.312, -2.665, -1.348], [-2.744, -0.953, -1.763], [-5.549, -1.322, -0.475], [-4.535, 0.129, -0.303], [-5.089, -0.733, 1.125], [-1.599, -3.889, 2.116], [0.025, -4.917, 3.634], [2.227, -3.822, 4.021], [2.779, -1.750, 2.825], [-0.172, 0.716, 3.049], [0.571, 1.476, 4.461], [0.624, -0.286, 4.288], [3.978, 1.199, 3.254], [3.157, 0.508, 4.661], [2.927, 2.214, 4.261], [2.661, 2.964, 2.077], [2.776, 3.125, 0.315], [4.235, 2.843, 1.279], [3.455, -0.426, -0.256], [4.501, 0.993, -0.369], [2.882, 1.074, -1.073], [-4.761, -2.968, 1.742], [-5.129, -1.781, 3.013], [-4.142, -3.195, 3.385], [-1.783, -0.358, 3.072], [-1.982, -1.825, 4.068], [-3.254, -0.590, 4.011], [2.345, 1.871, -5.710], [2.610, 0.924, -4.624], [3.971, 0.882, -4.088], [1.631, 0.310, -3.949], [1.792, -0.441, -2.892], [0.345, 0.452, -4.471], [-0.609, -0.551, -4.406], [-1.339, -0.715, -5.518], [-0.763, -1.256, -3.323], [3.280, 2.098, -6.211], [1.925, 2.808, -5.338], [1.689, 1.447, -6.472], [4.654, 1.282, -4.828], [4.283, -0.144, -3.891], [4.065, 1.478, -3.176], [2.769, -0.591, -2.683], [0.246, 1.106, -5.231], [-1.134, -0.240, -6.381], [-2.105, -1.367, -5.533], [-1.388, -2.036, -3.489], [0.472, 1.867, -1.510], [-0.483, 2.245, -0.771], [-0.790, 3.660, -0.359], [-1.933, 3.478, 0.646], [-2.179, 1.977, 0.677], [-2.936, 1.370, 1.381], [-1.328, 1.351, -0.256], [-1.079, 4.221, -1.250], [0.098, 4.138, 0.054], [-2.852, 3.984, 0.355], [-1.680, 3.816, 1.650]]}

Number 1: largest force on an atom 2.55 eV Å⁻¹, total energy -2609.8047 Ha. Number 2: largest force on an atom 2.60 eV Å⁻¹, total energy -6648.9429 Ha. Number 3: largest force on an atom 1.55 eV Å⁻¹, total energy -2222.2538 Ha.